Molecular formula: C4H6OS2
Method: DFT, ωB97M-V/def2-TZVPD

Geometry as ORCA input:
```
! RIJCOSX wB97M-V def2-TZVPD def2/J DEFGRID3
* xyz 0 1
O 0.596 2.410 -0.022
C 0.493 1.067 0.331
C 1.497 0.281 -0.332
S 2.041 -1.284 0.006
C -1.117 0.544 0.545
C -1.560 -0.834 1.067
S -1.939 -0.525 -0.771
H 0.255 2.554 -1.072
H 0.734 1.294 1.451
H 1.646 0.700 -1.418
H -1.650 1.341 0.999
H -0.852 -1.553 1.021
H -2.421 -1.020 1.780
*
```

For the molar mass, the calculation gives 134.22 u. As for the energy above the lowest of the compared OMol25 structures with the same formula, charge and spin: 84.4 kcal per mole. The SMILES is O[C@H](C=S)[C@@H]1CS1. The calculation puts the frontier orbital gap at 8.1 eV.